The following is a DFT calculation (ωB97M-V with the def2-TZVPD basis set) of a structure of composition C31H20F5IN9OPt.

Structure (ORCA input):
```
! wB97M-V def2-TZVPD RIJCOSX def2/J DEFGRID3
* xyz 1 1
Pt -1.017 -1.992 -0.138
C 4.265 0.875 1.487
N 3.551 0.223 0.405
C 3.258 0.695 -0.814
N 2.432 -0.120 -1.439
C 2.256 -1.111 -0.529
N 2.897 -0.941 0.608
C 3.331 1.617 2.416
C 3.565 1.654 3.784
C 2.731 2.387 4.620
C 1.648 3.079 4.104
C 1.404 3.032 2.733
C 2.247 2.310 1.898
C 0.253 3.729 2.164
N -0.564 4.549 2.723
N -1.496 4.900 1.756
C -1.177 4.256 0.689
O -0.069 3.488 0.864
C -1.863 4.210 -0.600
C -2.961 5.035 -0.838
C -3.649 4.924 -2.032
C -3.273 3.976 -2.978
C -2.178 3.159 -2.746
C -1.802 2.044 -3.692
N -2.026 0.764 -3.015
C -1.153 0.091 -2.279
N -1.817 -0.812 -1.568
C -3.121 -0.649 -1.935
N -3.280 0.312 -2.803
C -1.463 3.294 -1.563
H 4.977 1.566 1.032
H 4.830 0.115 2.022
H 3.670 1.614 -1.202
H 1.652 -1.982 -0.725
H 4.407 1.115 4.202
H 2.927 2.415 5.684
H 0.990 3.651 4.744
H 2.041 2.287 0.836
H -3.265 5.746 -0.081
H -4.501 5.563 -2.222
H -3.842 3.868 -3.893
H -0.746 2.074 -3.959
H -2.397 2.054 -4.602
H -0.085 0.258 -2.266
H -3.929 -1.247 -1.548
H -0.602 2.664 -1.371
F 0.263 -2.500 -2.969
C -0.502 -3.547 -2.609
C -1.155 -3.539 -1.388
C -1.925 -4.651 -1.087
F -2.578 -4.715 0.087
C -2.043 -5.728 -1.950
F -2.789 -6.779 -1.625
C -1.375 -5.703 -3.163
F -1.477 -6.725 -4.000
C -0.598 -4.605 -3.497
F 0.048 -4.578 -4.658
I -0.527 -0.253 1.978
C 0.191 -2.174 2.390
C 0.866 -2.554 3.524
C 1.255 -3.885 3.607
C 0.958 -4.754 2.570
C 0.279 -4.279 1.463
N -0.102 -2.999 1.382
H 1.080 -1.842 4.306
H 1.789 -4.236 4.480
H 1.250 -5.793 2.607
H 0.031 -4.906 0.619
*
```

Results
- Kohn-Sham gap (eV) = 8.075
- LUMO level (eV) = -3.17
- energy relative to the best compared isomer or geometry (same formula, charge and spin) (kcal/mol) = 0.0

These are the Mulliken partial charges, in e, on atoms 1 to 5:
1. Pt 0.317
2. C -1.150
3. N 0.627
4. C -0.034
5. N -0.455

The following is a DFT calculation (ωB97M-V with the def2-TZVPD basis set) of a structure of composition C31H21Br3N4O5S3W at a distorted geometry.

Structure (ORCA input):
```
! wB97M-V def2-TZVPD RIJCOSX def2/J DEFGRID3
* xyz 2 1
W -0.795 -0.064 0.033
O 0.190 -4.210 -0.197
C 0.502 -4.291 -1.515
C 1.040 -5.502 -1.941
C 1.413 -5.678 -3.255
C 1.268 -4.646 -4.182
C 0.746 -3.442 -3.780
C 0.348 -3.239 -2.447
C -0.114 -1.915 -2.069
O -0.726 -1.704 -0.870
N 0.118 -0.870 -2.773
N -0.192 0.298 -2.106
C -0.168 1.338 -2.920
S -0.270 2.957 -2.341
C 0.206 3.698 -3.943
C -0.398 2.842 -5.027
S -0.029 1.102 -4.617
H -0.279 -3.395 -0.015
H 1.151 -6.287 -1.205
H 1.817 -6.630 -3.572
H 1.563 -4.791 -5.211
H 0.623 -2.627 -4.480
H 1.295 3.706 -3.989
H -0.168 4.719 -3.965
H 0.038 3.054 -6.002
H -1.480 2.951 -5.083
Br -1.102 -1.693 4.668
C 0.501 -1.627 3.697
C 1.705 -2.031 4.297
C 2.872 -2.050 3.581
Br 4.454 -2.619 4.426
C 2.897 -1.668 2.212
C 4.016 -1.728 1.359
C 3.881 -1.361 0.044
C 2.645 -0.903 -0.422
N 1.577 -0.818 0.349
C 1.690 -1.221 1.645
C 0.497 -1.214 2.389
O -0.591 -0.796 1.698
H 1.697 -2.340 5.332
H 4.966 -2.072 1.745
H 4.717 -1.421 -0.637
H 2.523 -0.588 -1.452
O 0.059 1.904 2.398
C -0.413 2.205 1.343
O 0.028 1.547 0.203
C -1.474 3.179 1.054
C -1.461 4.416 1.695
C -2.430 5.359 1.402
C -3.421 5.064 0.476
C -3.454 3.829 -0.153
C -2.480 2.879 0.121
S -2.708 1.289 -0.669
H -0.679 4.617 2.415
H -2.415 6.318 1.900
H -4.188 5.793 0.251
H -4.243 3.583 -0.853
Br -3.125 0.589 2.536
C -3.665 -0.999 1.652
C -4.793 -1.657 2.099
C -5.179 -2.812 1.439
C -4.423 -3.252 0.364
C -3.314 -2.524 -0.012
N -2.921 -1.408 0.617
H -5.345 -1.266 2.941
H -6.059 -3.352 1.761
H -4.682 -4.151 -0.176
H -2.707 -2.837 -0.852
*
```

Results
- Kohn-Sham gap (eV) = 5.521
- LUMO level (eV) = -7.88
- energy relative to the best compared isomer or geometry (same formula, charge and spin) (kcal/mol) = 35.8

These are the Mulliken partial charges, in e, on atoms 1 to 5:
1. W 0.655
2. O -0.740
3. C 0.502
4. C -0.603
5. C -0.442

The following is a DFT calculation (ωB97M-V with the def2-TZVPD basis set) of a structure of composition C31H21BrN7OS2SeV.

Structure (ORCA input):
```
! wB97M-V def2-TZVPD RIJCOSX def2/J DEFGRID3
* xyz 1 4
V 0.251 0.335 0.509
Br -5.299 -4.217 2.302
C -3.785 -3.083 2.241
C -2.659 -3.385 3.024
C -1.557 -2.573 2.994
C -1.478 -1.429 2.153
O -0.392 -0.728 2.129
C -2.650 -1.130 1.387
C -2.775 0.129 0.708
N -1.773 0.858 0.356
C -1.954 2.232 0.072
C -2.989 2.818 -0.604
C -3.053 4.223 -0.723
C -2.101 5.027 -0.159
C -1.006 4.450 0.526
C 0.028 5.197 1.137
C 1.055 4.546 1.756
C 1.090 3.138 1.735
N 0.152 2.405 1.177
C -0.919 3.048 0.608
C -3.789 -1.958 1.470
H -2.675 -4.258 3.663
H -0.699 -2.787 3.620
H -3.788 0.522 0.589
H -3.767 2.207 -1.046
H -3.880 4.666 -1.261
H -2.168 6.105 -0.234
H -0.012 6.279 1.109
H 1.854 5.087 2.243
H 1.926 2.601 2.165
H -4.675 -1.691 0.906
Se 0.115 -1.899 -6.914
N -0.042 -2.781 -5.383
C 0.122 -1.911 -4.423
C 0.053 -2.247 -3.005
C -0.158 -3.548 -2.547
C -0.185 -3.779 -1.192
C -0.026 -2.704 -0.323
N 0.154 -1.456 -0.742
C 0.215 -1.227 -2.068
C 0.499 0.153 -2.488
N 0.680 1.063 -1.509
C 1.002 2.307 -1.859
C 1.132 2.717 -3.179
C 0.923 1.800 -4.183
C 0.607 0.487 -3.839
C 0.396 -0.557 -4.835
N 0.450 -0.347 -6.124
H -0.290 -4.346 -3.266
H -0.337 -4.772 -0.793
H -0.051 -2.852 0.747
H 1.170 3.008 -1.054
H 1.394 3.742 -3.398
H 1.008 2.066 -5.229
S 2.793 0.089 0.776
C 3.282 -1.018 1.931
N 4.560 -1.337 2.117
C 4.891 -2.170 3.267
C 3.622 -2.958 3.567
S 2.246 -1.892 3.020
H 5.265 -0.838 1.598
H 5.181 -1.543 4.114
H 5.721 -2.830 3.021
H 3.513 -3.162 4.629
H 3.584 -3.895 3.016
*
```

Results
- Kohn-Sham gap (alpha / beta) (eV) = 6.074 / 6.812
- LUMO level (alpha / beta) (eV) = -3.07 / -3.07
- energy relative to the best compared isomer or geometry (same formula, charge and spin) (kcal/mol) = 0.0

These are the Mulliken partial charges, in e, on atoms 1 to 5:
1. V 0.192
2. Br -0.187
3. C -0.331
4. C -0.451
5. C -0.304

The following is a DFT calculation (ωB97M-V with the def2-TZVPD basis set) of a cluster of 5 separate species, C31H21Cl2O13 in total at a distorted geometry.

Structure (ORCA input):
```
! wB97M-V def2-TZVPD RIJCOSX def2/J DEFGRID3
* xyz -1 1
C -1.329 -3.752 0.707
C -2.718 -3.728 1.245
Cl -2.815 -3.126 2.867
C -3.781 -4.124 0.578
Cl -3.670 -4.723 -1.041
C -5.126 -4.081 1.159
O -5.633 -5.339 1.693
C -6.832 -4.874 2.199
O -7.260 -5.062 3.297
O -7.385 -4.137 1.225
C -6.318 -3.698 0.306
C -6.464 -2.176 0.100
O -5.382 -1.543 0.239
O -7.562 -1.728 -0.159
H -1.001 -2.719 0.628
H -1.256 -4.225 -0.256
H -0.698 -4.265 1.426
H -5.216 -3.402 2.002
H -6.482 -4.270 -0.600
C 2.582 -1.770 -1.026
C 1.531 -2.582 -1.045
C 0.662 -2.683 -2.246
O -0.308 -3.407 -2.263
C 1.015 -1.848 -3.418
C 2.067 -1.035 -3.395
C 2.934 -0.933 -2.199
O 3.896 -0.192 -2.174
H 3.225 -1.679 -0.160
H 1.258 -3.196 -0.197
H 0.368 -1.932 -4.281
H 2.336 -0.412 -4.237
C 4.934 -0.617 2.046
C 5.308 0.638 2.268
C 4.870 1.365 3.483
O 5.204 2.518 3.678
C 4.006 0.640 4.444
C 3.631 -0.617 4.222
C 4.064 -1.344 3.003
O 3.723 -2.487 2.796
H 5.239 -1.163 1.162
H 5.938 1.184 1.578
H 3.698 1.191 5.324
H 2.996 -1.163 4.908
C 2.260 5.739 -0.339
C 1.976 4.441 -0.295
C 2.805 3.501 0.500
O 2.551 2.316 0.543
C 3.957 4.063 1.245
C 4.241 5.362 1.202
C 3.414 6.303 0.407
O 3.670 7.488 0.367
H 1.670 6.443 -0.912
H 1.139 4.010 -0.830
H 4.543 3.359 1.819
H 5.078 5.790 1.739
C -2.112 1.623 -2.138
C -2.996 2.567 -1.827
C -3.082 3.826 -2.607
O -3.881 4.693 -2.328
C -2.146 3.991 -3.750
C -1.263 3.046 -4.061
C -1.177 1.788 -3.279
O -0.372 0.926 -3.564
H -2.035 0.697 -1.582
H -3.688 2.462 -1.001
H -2.226 4.916 -4.307
H -0.573 3.147 -4.889
*
```

Results
- Kohn-Sham gap (eV) = 4.548
- LUMO level (eV) = -0.49

These are the Mulliken partial charges, in e, on atoms 1 to 5:
1. C -1.306
2. C 0.814
3. Cl -0.240
4. C 0.200
5. Cl -0.244

The following is a DFT calculation (ωB97M-V with the def2-TZVPD basis set) of a structure of composition C31H21Cl5F3N4O7PtS2 at a distorted geometry.

Structure (ORCA input):
```
! wB97M-V def2-TZVPD RIJCOSX def2/J DEFGRID3
* xyz 1 1
Pt -0.116 0.218 -0.104
O 2.842 1.132 2.851
S 1.653 0.624 2.261
O 0.599 0.214 3.170
O 1.792 -0.290 1.133
C 0.853 2.135 1.507
C 0.280 3.019 2.407
C -0.181 4.238 1.924
C -0.066 4.544 0.578
C 0.527 3.654 -0.302
C 0.982 2.427 0.173
S 2.282 1.610 -0.962
O 2.331 2.567 -2.044
O 3.386 1.568 -0.069
O 1.714 0.348 -1.455
H 0.210 2.752 3.449
H -0.603 4.962 2.604
H -0.418 5.490 0.198
H 0.705 3.920 -1.330
Cl -2.641 1.566 1.801
C -2.141 0.004 2.286
C -1.283 -0.675 1.429
C -0.831 -1.930 1.864
Cl 0.279 -2.761 0.876
C -1.165 -2.449 3.120
Cl -0.490 -3.920 3.644
C -2.014 -1.722 3.963
Cl -2.344 -2.281 5.534
C -2.532 -0.492 3.530
Cl -3.570 0.403 4.533
C 1.126 8.222 0.009
C 0.738 7.485 -1.224
C -0.449 7.788 -1.898
C -0.773 7.150 -3.073
C 0.063 6.150 -3.590
N -0.247 5.598 -4.828
C 0.270 4.426 -5.361
O 0.600 4.329 -6.510
N 0.334 3.359 -4.466
C -0.594 2.992 -3.523
C -1.804 3.662 -3.305
C -2.674 3.179 -2.345
C -2.330 2.064 -1.600
N -1.186 1.420 -1.815
C -0.364 1.831 -2.768
C 1.223 5.796 -2.890
C 1.557 6.475 -1.738
H 0.673 9.210 0.044
H 2.208 8.317 0.079
H 0.792 7.671 0.891
H -1.111 8.545 -1.504
H -1.675 7.413 -3.604
H -0.591 6.251 -5.524
H 1.033 2.659 -4.692
H -2.084 4.514 -3.899
H -3.625 3.661 -2.188
H -2.985 1.668 -0.838
H 0.524 1.239 -2.945
H 1.887 5.040 -3.278
H 2.480 6.233 -1.236
F -3.572 -4.122 -4.784
C -2.328 -4.387 -4.368
F -1.558 -4.482 -5.453
F -2.357 -5.593 -3.788
C -1.834 -3.334 -3.398
C -0.544 -2.829 -3.479
C -0.152 -1.886 -2.539
N -0.974 -1.461 -1.594
C -2.210 -1.938 -1.508
C -2.687 -2.888 -2.394
H 0.134 -3.157 -4.252
H 0.842 -1.457 -2.541
H -2.835 -1.549 -0.716
H -3.694 -3.267 -2.312
*
```

Results
- Kohn-Sham gap (eV) = 3.697
- LUMO level (eV) = -7.33
- energy relative to the best compared isomer or geometry (same formula, charge and spin) (kcal/mol) = 44.9

These are the Mulliken partial charges, in e, on atoms 1 to 5:
1. Pt 1.292
2. O -0.646
3. S 1.528
4. O -0.496
5. O -0.465

The following is a DFT calculation (ωB97M-V with the def2-TZVPD basis set) of a structure of composition C31H21ClF3N2O6S2Tl.

Structure (ORCA input):
```
! wB97M-V def2-TZVPD RIJCOSX def2/J DEFGRID3
* xyz -2 1
Tl -0.926 -0.698 0.188
C 4.224 5.507 1.127
C 2.931 4.736 1.127
C 1.741 5.345 1.503
C 0.555 4.623 1.546
C 0.559 3.286 1.191
C 1.737 2.652 0.828
C 2.912 3.385 0.791
S -0.991 2.361 1.322
O -2.038 3.413 1.243
O 0.166 2.332 4.798
N -0.877 1.481 -0.105
C -1.057 2.073 -1.338
C -1.087 3.442 -1.558
C -1.292 3.985 -2.837
C -1.480 3.199 -3.941
C -1.449 1.797 -3.775
C -1.634 0.894 -4.848
C -1.581 -0.452 -4.635
C -1.325 -0.915 -3.328
N -1.155 -0.102 -2.321
C -1.225 1.237 -2.500
H 4.050 6.571 0.957
H 4.901 5.143 0.352
H 4.737 5.404 2.086
H 1.741 6.396 1.774
H -0.378 5.084 1.839
H 1.738 1.598 0.585
H 3.836 2.894 0.505
H -0.986 4.109 -0.720
H -1.310 5.064 -2.936
H -1.654 3.620 -4.924
H -1.822 1.296 -5.838
H -1.727 -1.163 -5.437
H -1.248 -1.972 -3.108
O -4.693 -2.185 1.229
C -3.828 -1.959 0.396
O -3.126 -0.881 0.323
C -3.665 -2.968 -0.738
C -4.862 -3.453 -1.263
C -4.899 -4.357 -2.309
C -3.700 -4.816 -2.840
C -2.504 -4.359 -2.322
C -2.453 -3.431 -1.271
S -0.825 -3.048 -0.699
H -5.777 -3.101 -0.805
H -5.848 -4.706 -2.699
H -3.694 -5.529 -3.656
H -1.565 -4.721 -2.724
F 0.791 0.218 5.282
C 0.227 1.187 4.390
F -0.959 0.556 4.006
F 1.040 0.974 3.223
Cl 6.064 -2.755 4.977
C 4.664 -2.335 4.004
C 4.850 -1.999 2.675
C 3.740 -1.662 1.916
C 2.471 -1.677 2.478
C 2.309 -2.013 3.816
C 3.411 -2.340 4.589
C 1.277 -1.307 1.654
O 1.482 -0.757 0.533
O 0.129 -1.589 2.069
H 5.844 -1.993 2.251
H 3.846 -1.377 0.879
H 1.319 -1.970 4.245
H 3.301 -2.578 5.637
*
```

Results
- Kohn-Sham gap (eV) = 7.227
- LUMO level (eV) = 4.01
- energy relative to the best compared isomer or geometry (same formula, charge and spin) (kcal/mol) = 1.4

These are the Mulliken partial charges, in e, on atoms 1 to 5:
1. Tl 1.738
2. C -1.561
3. C 1.154
4. C -0.695
5. C -0.499

The following is a DFT calculation (ωB97M-V with the def2-TZVPD basis set) of a cluster of 3 separate species, C31H21NO9 in total.

Structure (ORCA input):
```
! wB97M-V def2-TZVPD RIJCOSX def2/J DEFGRID3
* xyz 0 1
O 1.685 3.514 1.883
C 0.891 3.275 0.997
C 1.170 2.233 -0.030
C 2.360 1.520 0.042
C 2.619 0.511 -0.869
C 1.696 0.215 -1.865
C 0.518 0.938 -1.956
C 0.249 1.949 -1.041
C -1.023 2.716 -1.160
O -1.804 2.507 -2.064
C -1.309 3.750 -0.123
C -2.503 4.457 -0.190
C -2.802 5.401 0.778
C -1.910 5.644 1.817
C -0.715 4.949 1.883
C -0.407 4.003 0.912
H 3.072 1.753 0.822
H 3.541 -0.051 -0.798
H 1.895 -0.581 -2.570
H -0.205 0.723 -2.730
H -3.189 4.256 -1.001
H -3.734 5.950 0.726
H -2.149 6.378 2.575
H -0.009 5.130 2.682
O 3.264 -1.526 2.273
C 2.598 -2.055 3.138
C 1.637 -1.269 3.964
C 1.489 0.091 3.719
C 0.579 0.833 4.453
C -0.190 0.219 5.436
C -0.038 -1.133 5.694
C 0.877 -1.881 4.963
C 1.031 -3.332 5.270
O 0.407 -3.853 6.169
C 1.976 -4.122 4.428
C 2.113 -5.484 4.669
C 2.966 -6.241 3.884
C 3.685 -5.643 2.856
C 3.559 -4.285 2.618
C 2.708 -3.519 3.405
H 2.085 0.566 2.952
H 0.469 1.891 4.255
H -0.906 0.798 6.003
H -0.625 -1.623 6.459
H 1.545 -5.936 5.470
H 3.070 -7.302 4.071
H 4.346 -6.238 2.240
H 4.116 -3.805 1.824
C -2.921 -0.106 -4.628
O -2.790 -1.349 -5.333
C -2.992 -1.390 -6.641
O -2.610 -2.282 -7.338
O -3.718 -0.331 -7.083
C -3.674 -0.152 -8.483
O -2.392 0.303 -8.834
N -1.800 -0.590 -9.819
O -0.652 -0.509 -9.789
H -2.662 0.747 -5.247
H -2.231 -0.160 -3.792
H -3.927 -0.001 -4.228
H -4.417 0.606 -8.712
H -3.905 -1.079 -9.006
*
```

Results
- Kohn-Sham gap (eV) = 8.711
- LUMO level (eV) = -1.12
- SMILES string = O=C1c2ccccc2C(=O)c2ccccc21.O=C1c2ccccc2C(=O)c2ccccc21.COC(=O)OCON=O

These are the Mulliken partial charges, in e, on atoms 1 to 5:
1. O -0.684
2. C 0.576
3. C 0.627
4. C -0.655
5. C -0.502